An isolated molecule of C21H20ClN3O3S, computed with wB97M-V/def2-TZVPD.

Its structure (SMILES) is Cc1cc(C)cc(NS(=O)(=O)c2cc(C(=O)NCc3ccccn3)ccc2Cl)c1. The value obtained for the LUMO energy is 0.0129 Eh. The value obtained for the total energy is -2060.6379 hartree. The largest force on an atom is 0.9 eV/A. The value obtained for the HOMO energy is -8.74 eV.

```
! RIJCOSX wB97M-V def2-TZVPD def2/J DEFGRID3
* xyz 0 1
C 1.05445 0.56734 3.29140
C 1.50070 0.69090 1.86702
C 2.07724 -0.38274 1.20393
C 2.47276 -0.27786 -0.12353
C 2.29253 0.92543 -0.78780
C 1.71286 2.01203 -0.13502
C 1.31433 1.88795 1.18905
H 0.86912 2.73546 1.68285
N 1.50923 3.21389 -0.81748
S 0.23072 4.25188 -0.55408
O 0.24397 4.69125 0.80428
O 0.32022 5.21554 -1.60543
C -1.24058 3.23309 -0.81368
C -1.16663 1.91049 -1.19475
C -2.32897 1.16349 -1.35752
C -3.56471 1.77901 -1.17705
C -3.64462 3.10982 -0.81193
C -2.47460 3.83747 -0.62230
Cl -2.50703 5.48705 -0.18068
H -4.59808 3.59336 -0.67460
H -4.45967 1.19632 -1.33442
C -2.26959 -0.27428 -1.77098
O -3.12781 -0.79116 -2.45873
N -1.15854 -0.92365 -1.35307
H -0.61051 -0.55650 -0.58759
C -0.97842 -2.33453 -1.58429
C -0.59422 -3.05287 -0.31926
N -0.51360 -2.31931 0.78141
C -0.18075 -2.91104 1.91636
C 0.10103 -4.26265 2.01580
C 0.02572 -5.03169 0.86285
C -0.32885 -4.42029 -0.32592
H -0.40266 -4.98281 -1.24390
H 0.23850 -6.09032 0.89290
H 0.37029 -4.70212 2.96313
H -0.14043 -2.26217 2.78071
H -0.19958 -2.49366 -2.34259
H -1.91885 -2.73207 -1.98340
H -0.20811 1.45831 -1.38489
H 1.83067 3.24382 -1.77204
H 2.60228 1.02687 -1.81902
C 3.08616 -1.45508 -0.81993
H 3.07799 -1.32060 -1.89861
H 2.54633 -2.36749 -0.57195
H 4.12029 -1.58215 -0.50026
H 2.22569 -1.31761 1.72396
H -0.01239 0.34481 3.32561
H 1.58941 -0.23116 3.80005
H 1.21672 1.50024 3.82538
*
```


A structure of composition C21H20CoN4OS4 in a non-equilibrium geometry, computed with wB97M-V/def2-TZVPD.

Its expectation value of S² is 0.7985. The value obtained for the LUMO energy (spin up / spin down) is -0.0052 / -0.0064 Eh. The value obtained for the total energy is -4081.9894 hartree. The largest force on an atom is 1.0 eV/A. The value obtained for the HOMO energy (spin up / spin down) is -7.40 / -7.99 eV.

```
! RIJCOSX wB97M-V def2-TZVPD def2/J DEFGRID3
* xyz 0 2
Co -0.71172 -0.00966 -0.38932
C 3.54238 -0.16592 0.77380
C 2.10412 -0.59785 0.64937
N 1.25507 0.12644 -0.02926
N 1.87703 1.26068 -0.60559
C 1.07783 2.12413 -1.11876
S -0.64713 2.07951 -1.16509
S 1.77680 3.54412 -1.91004
C 3.44431 3.63174 -1.19890
C 3.48756 4.39759 0.09176
C 3.28139 3.76936 1.31510
C 3.29209 4.49878 2.49409
C 3.51017 5.86794 2.46713
C 3.71792 6.50416 1.25171
C 3.70425 5.77223 0.07520
C 1.77631 -1.88621 1.36666
C 2.79725 -2.57023 2.04409
C 2.55367 -3.71256 2.78601
C 1.26632 -4.21610 2.88663
C 0.23774 -3.59913 2.19741
C 0.50210 -2.47707 1.43381
O -0.53134 -1.92649 0.73164
H 3.65596 0.88659 0.55866
H 4.14593 -0.71608 0.04726
H 3.93012 -0.36701 1.76678
H 4.04186 4.14066 -1.95627
H 3.81776 2.61509 -1.09877
H 3.09583 2.70401 1.34108
H 3.12709 3.99516 3.43782
H 3.51682 6.43714 3.38727
H 3.89099 7.57194 1.21941
H 3.86459 6.27444 -0.87188
H 3.81774 -2.22667 1.99316
H 3.37626 -4.20280 3.28789
H 1.06689 -5.09806 3.48070
H -0.77404 -3.97898 2.20821
C -3.68065 -3.02260 -1.96597
N -3.16821 -1.91674 -2.75821
C -2.87065 -1.97015 -4.10554
C -2.36375 -0.76810 -4.45166
N -2.37342 0.00095 -3.31171
C -2.84866 -0.70478 -2.27106
S -2.98573 -0.16931 -0.64579
H -4.28969 -3.65324 -2.60885
H -4.28370 -2.62036 -1.15702
H -2.84980 -3.59133 -1.55142
H -3.03583 -2.85861 -4.68621
H -1.99513 -0.40106 -5.39092
H -1.95167 0.91176 -3.18761
S 0.26358 -3.04649 -1.51201
C -0.42851 -1.83914 -0.70482
*
```


A structure of composition C21H20F3N6RuS, computed with wB97M-V/def2-TZVPD.

Its expectation value of S² is 0.7971. The value obtained for the LUMO energy (spin up / spin down) is -0.0029 / -0.0202 Eh. The value obtained for the total energy is -1933.4655 hartree. The largest force on an atom is 0.4 eV/A. The value obtained for the HOMO energy (spin up / spin down) is -6.57 / -7.04 eV.

```
! RIJCOSX wB97M-V def2-TZVPD def2/J DEFGRID3
* xyz 0 2
Ru 0.16474 1.03746 -0.51446
N -2.89199 4.04490 -0.85184
C -1.68551 3.42671 -0.70520
S -1.04526 2.46790 -2.01071
N -1.04684 3.57968 0.42652
N 0.10369 2.82672 0.36150
C 1.21809 3.38431 0.71971
C 2.39524 2.66473 0.31964
C 3.70151 3.04486 0.63656
C 4.75596 2.32196 0.13186
C 4.48961 1.22774 -0.69352
C 3.18323 0.89909 -0.96581
N 2.14221 1.59185 -0.47013
H -3.24976 4.12193 -1.78751
H -3.09211 4.80390 -0.22099
H 1.23219 4.37821 1.14731
H 3.85758 3.90272 1.27694
H 5.77545 2.59545 0.36882
H 5.28853 0.63664 -1.11777
H 2.92600 0.05299 -1.58718
F -6.54816 -0.90349 -0.10558
C -5.71666 -0.99799 0.94424
F -6.26976 -0.32238 1.96092
F -5.67623 -2.29433 1.29961
C -4.34065 -0.48612 0.60442
C -3.63540 0.30552 1.48906
C -2.36351 0.72381 1.13128
N -1.80070 0.39493 -0.03064
C -2.49003 -0.37012 -0.88214
C -3.75972 -0.83676 -0.60310
H -4.05797 0.60230 2.43754
H -1.77448 1.35126 1.78495
H -1.99206 -0.59872 -1.81351
H -4.28439 -1.45134 -1.32098
C 1.60935 -1.27092 2.19390
C 1.65917 -2.27950 1.08590
C 2.17919 -3.54258 1.27993
C 2.23309 -4.47092 0.24193
C 1.75207 -4.13161 -1.02046
C 1.21487 -2.88545 -1.26959
C 0.67460 -2.51816 -2.61926
C 1.15900 -1.92294 -0.20806
N 0.65935 -0.71873 -0.42702
H 2.06118 -1.67307 3.10019
H 0.57817 -0.98293 2.41392
H 2.13021 -0.35345 1.91462
H 2.55554 -3.81306 2.25989
H 2.65006 -5.45423 0.41614
H 1.79808 -4.85722 -1.82473
H 0.90715 -3.28939 -3.35301
H 1.07748 -1.56366 -2.96110
H -0.41138 -2.39851 -2.58302
*
```